This record from OMol25 describes a molecular structure, C15H36AsBF4NOSSeSi3Sn. The level of theory is ωB97M-V with the def2-TZVPD basis set.

Properties
ΔE to the lowest compared entry with this formula, charge and spin in kJ/mol: 77.3
Gap between HOMO and LUMO in eV: 6.403
Molar mass in g/mol: 722.18
Lowest unoccupied orbital energy in hartree: 0.0858
HOMO in eV: -4.07
Maximum force in eV Å⁻¹: 0.459
Multiplicity: 1
Charge: -1

Last column: natural (NBO) charge in e.
Geometry (Å):
Sn  0.5884  0.7245  -1.3026  1.013
F  0.9574  3.4142  -1.7377  -0.572
B  0.5950  3.3439  -3.1273  1.344
F  0.4849  4.6142  -3.6582  -0.556
F  1.5855  2.6009  -3.7907  -0.568
F  -0.6416  2.6602  -3.1856  -0.564
C  3.7512  0.3779  -2.3650  -0.267
O  3.8679  0.5199  -0.9270  -0.509
C  2.8042  0.8030  -0.2528  0.311
C  3.1161  0.9363  1.1898  -0.787
H  3.4662  -0.6541  -2.5642  0.210
H  4.7404  0.6001  -2.7558  0.192
H  3.0202  1.0832  -2.7562  0.239
H  4.1774  0.8157  1.4146  0.204
H  2.5260  0.1821  1.7164  0.274
H  2.7308  1.8971  1.5371  0.268
C  3.1823  -3.8183  1.5861  -1.129
Si  2.7015  -3.5506  -0.2085  1.495
C  4.2850  -3.2350  -1.1713  -1.132
C  1.9359  -5.1361  -0.8540  -1.124
Se  1.2367  -1.8895  -0.3978  -0.886
H  3.8633  -4.6671  1.6936  0.220
H  2.2977  -4.0062  2.1972  0.238
H  3.6745  -2.9294  1.9854  0.233
H  4.9777  -4.0775  -1.1040  0.223
H  4.7927  -2.3462  -0.7894  0.233
H  4.0594  -3.0621  -2.2259  0.230
H  2.6136  -5.9819  -0.7078  0.221
H  1.7159  -5.0509  -1.9197  0.234
H  0.9988  -5.3500  -0.3377  0.237
S  -3.2947  -2.5329  -3.2019  0.402
C  -4.0742  -1.0227  -3.0133  -0.470
C  -3.2220  -0.1442  -2.4261  -0.040
N  -1.9843  -0.6404  -2.1190  -0.430
C  -1.8864  -1.8825  -2.4794  -0.142
H  -5.0833  -0.8420  -3.3408  0.238
H  -3.4441  0.8883  -2.2056  0.223
H  -0.9905  -2.4622  -2.3019  0.250
C  -1.8783  4.3110  -0.5715  -1.130
Si  -2.1954  3.0679  0.7793  1.421
C  -2.4166  4.0340  2.3832  -1.118
C  -3.8443  2.2079  0.4248  -1.127
As  -0.3312  1.7036  1.1098  -0.840
Si  -1.2754  -0.0866  2.2705  1.433
C  -2.4962  0.5672  3.5463  -1.127
C  0.0999  -0.9400  3.2194  -1.136
C  -2.1641  -1.3829  1.2473  -1.141
H  -2.7236  5.0087  -0.5819  0.216
H  -1.7878  3.8512  -1.5538  0.269
H  -0.9628  4.8765  -0.3978  0.251
H  -3.0913  4.8775  2.2020  0.220
H  -1.4636  4.4294  2.7368  0.237
H  -2.8442  3.4263  3.1804  0.228
H  -4.6173  2.6215  1.0793  0.226
H  -3.8260  1.1295  0.5717  0.236
H  -4.1543  2.4001  -0.6047  0.227
H  -2.0420  1.3299  4.1804  0.233
H  -2.8072  -0.2669  4.1848  0.223
H  -3.3953  0.9916  3.0968  0.231
H  0.6451  -0.2234  3.8375  0.229
H  0.8003  -1.4246  2.5388  0.254
H  -0.3255  -1.7059  3.8765  0.221
H  -2.9291  -0.9655  0.5931  0.231
H  -2.6476  -2.0906  1.9304  0.219
H  -1.4518  -1.9273  0.6275  0.260

This record from OMol25 describes a molecular structure, C15H36BCl27InO2P2S. The level of theory is ωB97M-V with the def2-TZVPD basis set.

Properties
Gap between HOMO and LUMO in eV: 5.970
Molar mass in g/mol: 1425.33
Lowest unoccupied orbital energy in hartree: 0.0551
HOMO in eV: -4.47
Maximum force in eV Å⁻¹: 2.712
Multiplicity: 1
Charge: -1

Last column: Löwdin charge in e.
Geometry (Å):
C  6.0839  -1.4111  -1.5436  -0.169
C  6.0583  0.2310  -1.7160  -0.251
B  4.5950  0.9240  -1.4287  -0.496
O  4.5721  2.1220  -0.5165  -0.121
In  2.5946  0.2890  -2.2938  0.182
P  1.0563  2.3021  -2.1947  0.053
S  -0.7662  1.6321  -2.0653  -0.143
P  1.4658  -1.6075  -1.0466  0.337
O  1.8935  -3.1581  -1.7891  -0.536
Cl  2.2830  -1.7528  0.9491  -0.056
H  7.0980  -1.7722  -2.0540  0.053
H  6.1803  -1.7433  -0.4026  0.090
H  5.1938  -1.9601  -2.0922  0.080
H  6.5329  0.5058  -2.7566  0.101
H  6.7936  0.6495  -0.8741  0.072
H  4.6461  1.7941  0.4332  0.080
H  2.8728  -0.1639  -4.0083  -0.093
H  1.1131  3.1560  -3.3639  -0.092
H  1.3536  3.0885  -1.0249  -0.098
H  1.0896  -3.7445  -1.5590  0.036
C  -4.7048  0.1967  -1.9245  -1.027
Cl  -4.1984  0.0928  -3.6150  0.500
Cl  -3.3442  -0.0941  -0.8339  0.474
H  -5.1064  1.1949  -1.7340  0.027
H  -5.4770  -0.5535  -1.7377  0.021
C  3.8247  4.3151  2.2709  -0.976
Cl  4.5809  5.8684  2.6457  0.481
Cl  4.3922  3.0502  3.3677  0.480
H  2.7411  4.4134  2.3715  0.026
H  4.0762  4.0355  1.2449  0.017
C  5.0247  3.8151  7.1209  -1.086
Cl  5.7809  5.3684  7.4957  0.484
Cl  5.5922  2.5502  8.2177  0.493
H  3.9411  3.9134  7.2215  -0.085
H  5.2762  3.5355  6.0949  -0.040
C  1.0898  2.9207  6.4718  -1.009
Cl  2.2820  3.3680  5.2456  0.543
Cl  1.6912  3.2635  8.0985  0.513
H  0.1741  3.4927  6.3032  0.032
H  0.8779  1.8520  6.3888  -0.083
C  9.6319  0.3267  -1.9566  -1.025
Cl  9.2481  -0.5197  -0.4528  0.528
Cl  9.8959  2.0505  -1.6668  0.498
H  10.5393  -0.1049  -2.3862  0.026
H  8.7999  0.2067  -2.6547  0.009
C  -1.6156  0.7212  8.2211  -0.985
Cl  -1.1092  0.6174  6.5306  0.540
Cl  -0.2550  0.4304  9.3117  0.507
H  -2.0172  1.7195  8.4116  0.032
H  -2.3878  -0.0290  8.4079  0.028
C  8.5592  4.4582  4.5696  -0.997
Cl  7.0648  5.2907  4.1238  0.467
Cl  8.2192  3.0024  5.5132  0.514
H  9.0941  4.1755  3.6596  0.030
H  9.1777  5.1327  5.1667  0.028
C  -6.8263  -0.2182  -6.6033  -1.029
Cl  -7.9899  -1.5275  -6.3648  0.503
Cl  -6.3457  -0.0956  -8.3001  0.499
H  -7.2835  0.7249  -6.2940  0.032
H  -5.9396  -0.4151  -5.9958  -0.008
C  -10.1537  -3.8729  -8.8115  -1.008
Cl  -11.6481  -3.0404  -9.2572  0.507
Cl  -10.4936  -5.3286  -7.8678  0.503
H  -9.6188  -4.1556  -9.7214  0.035
H  -9.5352  -3.1984  -8.2144  -0.015
C  3.2291  5.6369  11.0768  -1.029
Cl  3.3424  6.4722  12.6307  0.494
Cl  2.0767  4.2987  11.1565  0.481
H  2.8981  6.3466  10.3146  0.032
H  4.2134  5.2433  10.8118  0.025
C  -10.0322  -9.1246  -9.3034  -1.042
Cl  -11.4198  -10.1022  -9.7973  0.475
Cl  -8.8590  -8.9756  -10.6174  0.499
H  -10.3809  -8.1277  -9.0230  -0.039
H  -9.5484  -9.6007  -8.4470  0.032
C  -14.0355  -6.2954  -10.2113  -1.012
Cl  -13.7554  -6.7052  -11.9079  0.503
Cl  -13.1380  -7.3771  -9.1390  0.493
H  -13.7086  -5.2677  -10.0348  0.000
H  -15.1028  -6.3853  -9.9951  0.030
C  1.2061  -2.5386  5.0169  -1.017
Cl  0.8222  -3.3850  6.5207  0.490
Cl  1.4700  -0.8148  5.3068  0.491
H  2.1134  -2.9702  4.5874  0.030
H  0.3741  -2.6586  4.3188  0.033

This record from OMol25 describes 2 unconnected molecules or ions with the total composition C15H36BIN3. The level of theory is ωB97M-V with the def2-TZVPD basis set.

Properties
Gap between HOMO and LUMO in eV: 8.566
Molar mass in g/mol: 396.19
Lowest unoccupied orbital energy in hartree: -0.0849
HOMO in eV: -10.88
Maximum force in eV Å⁻¹: 0.915
Multiplicity: 1
Charge: +1

Last column: natural (NBO) charge in e.
Geometry (Å):
C  -0.7735  4.6830  4.1531  -0.603
C  -1.1873  3.2792  3.7538  -0.437
C  -0.6746  2.9082  2.3685  -0.640
I  -1.3913  0.9283  1.8786  0.051
B  0.8839  3.0385  2.0656  1.016
C  2.0220  3.0609  3.1538  -0.645
N  1.7077  2.3610  4.4279  -0.855
C  1.3455  3.1785  0.5576  -0.818
C  1.7881  1.8131  0.0030  -0.382
C  2.3377  1.8873  -1.4216  -0.225
N  1.2648  1.6189  -2.4128  -0.857
H  -1.2784  4.9941  5.0627  0.228
H  -1.0490  5.3946  3.3739  0.204
H  0.2941  4.7615  4.3325  0.199
H  -0.8645  2.5456  4.4856  0.234
H  -2.2773  3.2338  3.7397  0.203
H  -1.1869  3.5424  1.6466  0.233
H  2.3363  4.0866  3.3472  0.238
H  2.8964  2.5927  2.6925  0.212
H  1.8475  2.9922  5.2069  0.364
H  2.2969  1.5518  4.5596  0.364
H  2.2238  3.8271  0.5025  0.224
H  0.5735  3.6286  -0.0688  0.221
H  2.5265  1.3980  0.6925  0.194
H  0.9461  1.1267  -0.0127  0.205
H  3.1372  1.1619  -1.5536  0.181
H  2.7365  2.8850  -1.5883  0.193
H  1.5260  0.8257  -2.9894  0.348
H  1.1926  2.3886  -3.0706  0.368
C  -2.5404  -4.1014  -4.2844  -0.610
C  -1.1263  -3.6998  -3.8531  -0.439
C  -0.7746  -4.0101  -2.4000  -0.203
N  -1.0708  -2.9144  -1.4052  -0.211
C  -2.5103  -2.5272  -1.4322  -0.404
C  -0.6959  -3.4159  -0.0158  -0.206
C  0.7431  -2.9845  0.1752  -0.424
C  0.7307  -1.5839  -0.4250  -0.440
C  -0.1771  -1.6972  -1.6454  -0.217
H  -3.3093  -3.4327  -3.9015  0.203
H  -2.6158  -4.0814  -5.3702  0.237
H  -2.7783  -5.1140  -3.9562  0.214
H  -0.9426  -2.6498  -4.0895  0.217
H  -0.4251  -4.2709  -4.4631  0.240
H  0.2944  -4.1952  -2.3049  0.224
H  -1.3048  -4.8977  -2.0565  0.222
H  -3.1174  -3.4237  -1.3332  0.230
H  -2.7222  -2.0164  -2.3657  0.232
H  -2.6985  -1.8494  -0.6035  0.234
H  -1.3464  -2.9130  0.6970  0.226
H  -0.8638  -4.4886  0.0325  0.233
H  1.4258  -3.6436  -0.3646  0.214
H  1.0320  -2.9921  1.2238  0.254
H  1.7233  -1.2278  -0.6917  0.243
H  0.2962  -0.8748  0.2771  0.243
H  0.3841  -1.8651  -2.5600  0.222
H  -0.8103  -0.8230  -1.7699  0.246

Q: The highest maximum force belongs to which entry?
A: C15H36BCl27InO2P2S

Q: Look up the maximum force of the first one.
A: 0.459 eV Å⁻¹

Q: What is the maximum force in the third record?
A: 0.915 eV Å⁻¹

Q: Which of these has the lowest lowest unoccupied orbital energy?
A: C15H36BIN3